[1]
A molecular structure, C14H26AsCuF9N2O5 at a distorted geometry. Source: the Open Molecules 2025 dataset; level of theory: ωB97M-V/def2-TZVPD.

The value obtained for the HOMO energy (alpha / beta) is -0.038 / -6.432 eV. As for the orbital gap (alpha / beta): 0.0862 / 0.2687 Eh. The multiplicity is 3. Its net charge is -1.

Geometry as XYZ:
```
58
Properties=species:S:1:pos:R:3:forces:R:3
As -3.436561 -0.733302 -2.255633 -2.1243 -1.3976 -1.5615
Cu -0.492599 0.415682 -0.011072 0.5133 0.0685 -0.1666
F -4.502272 0.518851 -1.575097 -0.9507 1.2655 0.6482
F -4.734124 -1.208872 -3.479285 0.3367 0.1106 -0.0183
F -2.228219 -0.396938 -0.912485 2.4185 1.2324 2.5442
F 2.579462 1.520477 3.482830 0.3272 1.2601 -0.1460
F 3.653242 -0.305478 3.417494 1.0308 -0.3690 -0.3551
F -2.223460 -1.923255 -2.847784 0.8509 -1.1685 -0.5623
F -2.693435 0.448175 -3.394563 0.6056 1.0959 -0.7143
F -4.140103 -1.964573 -1.124355 -0.2131 -0.5677 0.5438
F 1.546320 -0.282714 3.201361 -0.5040 -0.5935 -0.4162
O 0.061802 2.404053 -1.474455 -0.2813 1.3857 0.9420
O 0.199726 -0.190865 -2.011863 -1.3540 0.8430 0.1720
O 0.071272 -1.700655 0.150218 0.0210 -2.1125 -0.2660
O 1.627135 1.055054 0.610470 0.7996 -0.4428 1.5043
O 2.927350 -0.805424 0.739596 0.7636 -0.7480 -0.0502
N -1.389673 0.397862 2.208119 0.7487 -1.3390 3.3771
N -2.405037 2.294768 0.144130 -2.9471 0.6517 1.3674
C 0.435521 -2.408530 -1.068282 -0.2554 2.0651 -1.0605
C 2.663982 0.368816 2.825819 -1.2791 -0.2087 -0.2983
C -4.869232 2.904530 0.949803 0.8670 0.0598 -0.5017
C -1.151444 -0.473777 4.722402 0.5441 1.5531 -0.3067
C 0.977029 -1.307970 -2.015172 1.1245 -2.2810 0.5818
C 0.694450 0.668008 -2.976705 -0.4163 2.4629 -0.0382
C -0.352124 -2.710404 1.084238 0.1643 0.8928 0.4645
C -3.491203 2.537376 0.518874 2.1317 -0.4098 -1.0140
C -0.174673 3.812043 -1.220694 -0.5072 -0.5015 0.8337
C 4.232845 -2.761476 0.110721 -0.1794 -0.5420 0.0321
C 4.203277 -1.258121 0.271409 0.1328 0.2922 1.3552
C 0.084494 2.053119 -2.825958 0.0797 -0.1236 -0.4717
C 2.770756 0.516691 1.257678 -2.9151 -0.2119 -1.6389
C -1.284086 0.017522 3.319466 -0.5869 0.4995 -2.6534
H -0.415075 -2.888526 -1.552221 -0.5783 0.4002 0.2825
H 4.527038 -0.774926 -0.650441 -0.3745 0.1638 -0.3232
H 4.961349 -0.997890 1.010120 0.2010 0.1408 0.2034
H -2.035481 -0.264580 5.324740 -0.3350 -0.6545 -0.4286
H -5.601457 2.432927 0.294405 0.1443 -0.3785 0.1557
H 0.419037 0.377020 -3.990395 0.3728 -0.5913 -0.0443
H -0.447234 0.221410 5.179462 0.4088 -0.0229 -0.0663
H 1.963679 -0.943585 -1.729072 0.4937 -0.5862 0.2819
H 1.751185 0.889022 -2.826487 0.4651 -0.8892 -0.0964
H -5.005116 2.663113 2.004012 -0.1066 -0.1391 -0.1553
H 4.053831 -3.368019 0.998512 -0.5237 0.5817 0.4546
H 0.804344 2.721863 -3.297857 -0.1651 0.2489 -0.5947
H -0.701656 -1.460482 4.832833 -0.4827 -0.0411 -0.3127
H 3.503040 -3.086676 -0.630715 0.2178 -0.0726 -0.1973
H -4.992058 3.978708 0.811404 0.1149 0.0536 0.1245
H 0.532261 -3.317854 1.276497 -0.2249 -0.4673 0.0105
H -0.879654 2.054614 -3.334404 -0.3333 0.3604 0.3583
H 1.156498 -3.219950 -0.968850 0.4757 0.3015 0.7257
H -0.640826 -2.251143 2.029662 0.1538 0.3050 -0.1431
H -1.236677 -3.251375 0.748040 0.2095 -0.1683 -0.3986
H 1.033390 -1.708011 -3.027539 -0.0161 -0.2649 -0.1618
H 3.635412 1.145182 1.044459 0.3204 0.1095 0.0054
H 0.452192 4.526518 -1.754226 0.2931 -0.4905 -0.5537
H -1.219788 4.102616 -1.327481 -0.1598 -0.3282 -0.6490
H 5.239133 -3.110122 -0.121492 0.0803 0.2934 -0.7086
H -0.017785 4.029474 -0.164188 0.4026 -0.5859 0.1043
```
Positions in Å, forces in eV/Å.


[2]
A molecular structure, C46H42ClIMnN2O2P at a distorted geometry. Source: the Open Molecules 2025 dataset; level of theory: ωB97M-V/def2-TZVPD.

The value obtained for the HOMO energy (alpha / beta) is -6.477 / -6.531 eV. As for the orbital gap (alpha / beta): 0.1937 / 0.1969 Eh. For the relative energy (zero: lowest compared OMol25 entry of this formula, charge and spin), the calculation gives 1.215 eV. The multiplicity is 5.

Geometry as XYZ:
```
96
Properties=species:S:1:pos:R:3:forces:R:3
I -4.349527 -0.147009 -2.932695 0.0102 -0.2492 -0.0613
Mn 0.414491 -0.547614 -1.298213 -2.3657 -1.3706 1.5734
Cl -3.776722 -5.802530 -3.664367 -0.0203 -0.0752 -0.0310
P 0.067707 2.126965 -1.672143 0.1504 0.7461 0.5286
O 2.412002 -1.062459 -2.346130 0.2357 0.1743 -0.1093
O -1.318144 -0.638636 -2.357733 0.3304 0.2019 0.0098
N 0.167373 -2.842509 -2.154901 0.0978 0.0736 -0.0883
N 0.425229 -0.786295 0.891792 -0.2395 0.0244 -0.9828
C -1.585773 -2.069622 0.422818 -0.0150 -0.0143 0.1399
C 1.853446 2.475012 -2.014276 -0.0092 -0.2857 -0.0878
C 1.451375 -0.274339 1.638810 0.2141 0.1457 0.0116
C -2.044140 -4.258373 1.534839 0.0220 0.0727 0.0397
C -0.008002 -2.918152 2.103740 -0.1214 0.0489 0.0319
C 3.581928 0.980322 1.578650 0.0426 0.0807 0.0969
C -1.125612 6.017868 -2.355609 0.0055 0.0199 -0.0487
C -3.028559 -4.277341 -3.294615 -0.2287 0.1010 -0.0487
C -0.820113 -5.362351 -2.817977 0.0650 0.0295 0.0264
C -3.505978 -2.292048 2.006181 0.0557 -0.0129 -0.0172
C -1.515764 5.985670 -3.688093 -0.0120 -0.0127 0.0648
C 4.661140 1.646660 0.762795 -0.1137 -0.0089 0.0231
C 0.602464 3.085630 0.976879 -0.0381 -0.1286 -0.0777
C 2.669221 0.308295 3.694832 0.0870 0.0097 -0.1052
C -0.711663 4.857487 -1.721647 -0.0297 -0.0107 0.0325
C -2.683359 -3.004719 0.935263 -0.0925 -0.0801 -0.0743
C -3.789111 -3.137822 -3.313759 0.0752 -0.2769 -0.0377
C -1.509677 4.782766 -4.375187 -0.0248 0.0052 -0.1333
C 1.997824 0.046886 -2.146240 1.5137 0.1446 -0.8382
C 2.609497 1.348192 -2.378947 0.0158 0.7092 -0.0980
C -1.891156 -3.091097 3.740694 0.0388 0.0314 -0.0540
C 3.731773 3.852093 -2.625669 -0.0713 0.0234 -0.0201
C 0.151328 3.478080 2.229334 0.0653 0.0680 0.0896
C 4.453153 2.732181 -3.018727 0.1256 0.0293 0.0235
C 3.901915 1.473661 -2.886045 -0.0904 -0.1879 -0.0207
C -0.666980 3.650887 -2.420081 0.0334 -0.3340 -0.3294
C 2.438497 3.728855 -2.135827 0.0156 -0.0605 0.0606
C -2.101107 2.894739 1.615763 -0.0194 -0.0882 0.0273
C -3.209207 -1.903317 -3.014115 0.2998 0.6036 0.2039
C -1.099347 -3.836204 2.661681 0.0699 -0.0957 0.0452
C 0.910782 -3.913905 -2.024645 0.0891 0.2022 0.0248
C -0.618308 -1.622694 1.525442 0.1961 -0.0737 -0.1239
C -2.562554 -1.858028 3.127968 -0.1221 0.0462 0.0781
C -0.297367 2.557356 0.061197 0.1937 0.0028 -0.0132
C -1.648671 2.444149 0.388586 0.0526 -0.0717 0.0217
C -1.501555 -0.904939 2.566969 0.1832 -0.1105 0.0905
C 2.753247 0.225087 5.197702 -0.0052 0.0072 -0.0643
C -1.662689 -4.235448 -2.937968 0.1513 0.1930 0.0639
C -1.865493 -1.764385 -2.678528 -0.3225 -0.1758 -0.0677
C -1.083806 3.620897 -3.747452 0.0162 -0.1012 0.0231
C -1.096607 -2.977518 -2.625627 -0.2076 -0.1486 -0.0818
C -1.195876 3.399143 2.541824 -0.0329 0.0166 0.0432
C 1.607517 -0.306887 3.045598 -0.0569 -0.0499 -0.0036
C 3.655565 0.966042 2.968887 -0.0190 0.0184 0.0761
C 2.506161 0.381142 0.959090 -0.1240 -0.0714 0.0675
C 0.460049 -5.200289 -2.364838 -0.0686 -0.0963 -0.0599
H 1.647853 3.190008 0.717854 0.0504 -0.0493 0.0327
H 5.103211 0.946333 0.051355 0.0006 0.0254 -0.0294
H -3.155185 2.843774 1.857646 0.0117 -0.0519 0.0066
H -2.042397 -1.185905 -0.035448 0.0327 0.0016 -0.0393
H -1.837528 4.749054 -5.406360 0.0125 -0.0239 0.0055
H 0.530192 -3.423168 1.293727 0.0164 0.0140 -0.0089
H 5.451599 2.843681 -3.420164 -0.0091 0.0053 -0.0103
H 2.846432 -0.814566 5.517816 -0.0119 0.0068 0.0326
H 1.907186 -3.762804 -1.624053 0.0119 -0.0041 -0.0216
H 5.455801 2.015706 1.410173 0.0156 0.0359 -0.0295
H -2.336932 2.010643 -0.332458 -0.0453 0.0501 0.0453
H -4.843502 -3.197865 -3.544778 0.0069 -0.0148 -0.0367
H 4.259086 2.492388 0.196281 0.0473 -0.0066 -0.0351
H -0.627687 -4.722839 3.098008 -0.0281 0.0091 0.0078
H -1.081488 2.681593 -4.288203 0.0042 0.0028 -0.0146
H -1.140239 6.950812 -1.806585 -0.0184 -0.0101 0.0065
H -1.008363 -2.608419 -0.326075 -0.0751 0.1020 0.1192
H -3.136540 -1.336534 3.901512 0.0391 0.0042 -0.0116
H -0.429951 4.895025 -0.677747 0.0226 0.0067 0.0048
H -1.987144 -0.072185 2.067190 -0.0996 0.2759 -0.1188
H 1.127665 -6.042973 -2.252197 -0.0203 -0.0163 0.0051
H 4.449978 0.591178 -3.189990 -0.0067 -0.0324 0.0807
H 0.855353 3.860453 2.957642 0.0045 -0.0041 -0.0162
H -1.217630 -2.786374 4.548855 -0.0240 -0.0107 0.0188
H 1.882211 4.613533 -1.865729 -0.0683 0.0786 -0.0256
H 3.617615 0.771826 5.573402 -0.0156 0.0109 0.0207
H -1.489621 -4.804187 0.763771 -0.0045 -0.0131 -0.0014
H 1.854545 0.635491 5.662186 0.0177 -0.0080 0.0280
H 4.167987 4.836807 -2.734019 0.0173 -0.0039 0.0438
H -3.329256 -3.287234 0.096387 0.0257 0.0308 -0.0111
H -1.544271 3.729993 3.512091 0.0013 -0.0051 -0.0081
H -4.280760 -2.960077 2.395843 -0.0162 0.0094 -0.0110
H 0.723045 -2.699242 2.881161 0.0239 0.0037 0.0039
H -1.206787 -6.338600 -3.076150 0.0219 -0.0215 0.0316
H -1.834781 6.894082 -4.182287 -0.0161 -0.0088 -0.0030
H -2.650011 -3.751345 4.172433 0.0148 0.0005 0.0224
H -2.819981 -4.925687 1.923519 0.0035 -0.0235 -0.0318
H -0.927468 -0.484706 3.387890 0.0539 0.0378 0.0209
H 4.478084 1.452689 3.481403 0.0285 -0.0398 -0.0221
H 2.459453 0.412474 -0.120722 0.0883 0.0243 0.1212
H 0.904713 -0.822632 3.677361 -0.1056 -0.0286 -0.0422
H -4.005271 -1.419698 1.572167 -0.0097 0.0022 0.0304
```
Positions in Å, forces in eV/Å.


[3]
2 unconnected molecules or ions with the total composition C3H4BrIO at a distorted geometry. Source: the Open Molecules 2025 dataset; level of theory: ωB97M-V/def2-TZVPD.

The value obtained for the HOMO energy (alpha / beta) is -9.980 / -8.830 eV. As for the orbital gap (alpha / beta): 0.3195 / 0.1986 Eh. For the relative energy (zero: lowest compared OMol25 entry of this formula, charge and spin), the calculation gives 1.639 eV.

Geometry as XYZ:
```
10
Properties=species:S:1:pos:R:3:forces:R:3
I 4.111325 0.077088 -0.713765 0.0046 -0.0022 -0.0056
Br -2.991998 -0.089316 1.471333 -0.9822 -0.0951 0.5636
O -1.688610 -0.014334 -1.278086 -1.1505 0.3050 -1.8087
C -0.902515 -0.010144 -0.399535 1.7084 -0.5173 4.1862
C 0.611454 0.172195 -0.451502 -1.4258 2.3632 -2.1358
C -1.258076 -0.315663 1.040576 0.4339 0.3953 -1.0840
H -0.529672 -0.479098 1.843067 -0.3599 0.1070 -0.4645
H 0.936626 -0.733580 -0.042001 1.3277 -1.1443 0.5589
H 0.952011 1.110687 0.070761 -0.3421 -1.1912 -0.3017
H 0.759456 0.282165 -1.540849 0.7858 -0.2204 0.4916
```
Positions in Å, forces in eV/Å.